No. 1
Density functional theory data (wB97M-V/def2-TZVPD) for a 10-piece molecular cluster, H20O10 overall.

Structure (ORCA input):
```
! wB97M-V def2-TZVPD RIJCOSX def2/J DEFGRID3
* xyz 0 1
O 12.215 6.404 -10.833
H 11.863 6.883 -10.068
H 11.557 6.551 -11.519
O 15.191 8.968 -9.426
H 14.990 9.476 -10.222
H 14.584 9.313 -8.760
O 11.069 8.549 -9.141
H 10.645 7.995 -8.458
H 11.909 8.836 -8.753
O 12.850 11.543 -10.376
H 11.877 11.409 -10.435
H 13.085 11.361 -9.459
O 13.102 10.098 -7.690
H 13.531 10.390 -6.875
H 12.235 10.528 -7.680
O 10.155 10.953 -11.005
H 9.927 10.746 -10.090
H 10.068 10.108 -11.463
O 7.326 9.706 -8.232
H 7.720 8.824 -8.278
H 7.049 9.804 -7.314
O 10.174 7.688 -6.589
H 10.083 8.408 -5.952
H 10.822 7.086 -6.194
O 8.087 6.425 -7.954
H 8.600 6.612 -7.145
H 7.175 6.322 -7.655
O 8.884 6.333 -10.729
H 8.087 6.669 -11.151
H 8.715 6.418 -9.775
*
```

Computed properties:
HOMO level in Eh: -0.37565
Kohn-Sham gap in eV: 9.4398
LUMO energy in eV: -0.782
Electronic energy in a.u.: -764.3840
Structure (SMILES): O.O.O.O.O.O.O.O.O.O

Results of the natural (NBO) charge analysis, in e, for atoms 1 through 2:
1. O -0.96
2. H 0.48

No. 2
Density functional theory data (wB97M-V/def2-TZVPD) for a 10-piece molecular cluster, H20O10 overall.

Structure (ORCA input):
```
! wB97M-V def2-TZVPD RIJCOSX def2/J DEFGRID3
* xyz 0 1
H -0.362 -0.701 0.239
H -0.645 0.672 -0.511
H 0.549 1.255 1.105
H 1.056 1.059 2.570
H -1.875 0.283 2.699
H -3.081 0.617 3.518
H 1.694 -4.660 -1.230
H 1.785 -3.731 -0.021
H 1.570 0.252 -1.477
H 2.063 1.762 -1.373
H -1.999 -1.770 -1.873
H -0.509 -1.524 -1.777
H 3.007 -0.086 1.028
H 2.617 -0.243 2.483
H 2.366 -0.484 -3.523
H 1.502 -1.098 -4.398
H -1.970 0.090 -2.344
H -2.488 0.898 -1.065
H -1.271 3.331 3.226
H -0.688 3.646 1.950
O -0.978 0.027 0.056
O 0.375 1.467 1.982
O -2.078 0.642 3.534
O 1.892 -3.750 -1.030
O 1.339 1.119 -1.309
O -1.136 -2.149 -2.017
O 2.288 0.167 1.588
O 1.466 -0.596 -3.564
O -2.741 0.241 -1.689
O -0.842 2.885 2.546
*
```

Computed properties:
HOMO level in Eh: -0.32009
Kohn-Sham gap in eV: 8.5952
LUMO energy in eV: -0.115
Electronic energy in a.u.: -764.2216
Structure (SMILES): O.O.O.O.O.O.O.O.O.O

Results of the natural (NBO) charge analysis, in e, for atoms 1 through 2:
1. H 0.48
2. H 0.48

Listing relative energy (zero: lowest compared OMol25 entry of this formula, charge and spin) for the structures above in their given order: 61.5, 163.3 kcal per mole.